Formula: C20H28N4O6S
Source: the Open Molecules 2025 dataset
Level of theory: ωB97M-V/def2-TZVPD

Results
SMILES: CCN(CC)S(=O)(=O)c1ccc2c(c1)N(CC(=O)N1CCC(C(N)=O)CC1)C(=O)CO2
Molar mass: 452.53 g mol⁻¹
ΔE to the lowest compared entry with this formula, charge and spin: 10.7 kcal/mol

XYZ file:
```
59
Properties=species:S:1:pos:R:3:forces:R:3:mulliken_charge:R:1
C -3.923 -3.323 0.564 0.26 -0.13 -0.04 -1.0562
H -3.920 -2.323 0.991 -0.11 0.09 0.06 0.2929
H -4.310 -3.275 -0.452 -0.10 0.01 -0.08 0.2859
C -2.505 -3.884 0.585 -0.44 -0.06 0.54 -0.6920
N -1.543 -3.077 -0.143 0.43 0.84 0.54 0.1252
S -1.071 -1.665 0.614 0.38 -0.26 -0.02 1.1270
O -1.514 -0.508 -0.139 0.29 -0.36 -0.22 -0.7230
O -1.459 -1.721 1.990 -0.01 -0.34 0.16 -0.7865
C 0.711 -1.714 0.515 -0.48 0.12 -0.10 -0.4922
C 1.419 -2.855 0.828 0.03 -0.03 0.05 -0.5233
C 2.803 -2.815 0.774 0.04 0.21 -0.02 -1.3057
C 3.461 -1.644 0.418 -0.36 0.06 0.06 0.4253
C 2.732 -0.492 0.083 0.03 -0.56 0.16 0.2762
C 1.347 -0.548 0.141 0.10 0.04 0.05 0.5796
H 0.727 0.299 -0.096 -0.01 0.18 -0.10 0.2128
N 3.408 0.644 -0.360 -0.22 0.22 -0.26 0.1426
C 4.761 0.759 -0.236 0.19 -0.29 -0.11 0.7329
O 5.380 1.712 -0.650 0.19 0.07 0.16 -0.6440
C 5.435 -0.389 0.500 0.41 0.38 0.24 -0.4808
H 6.459 -0.500 0.138 -0.22 0.12 0.03 0.3322
O 4.817 -1.653 0.361 -0.28 -0.17 -0.22 -0.5365
H 5.466 -0.101 1.563 0.00 -0.05 -0.16 0.2211
C 2.638 1.806 -0.752 0.14 -0.04 0.18 -1.0556
H 1.956 1.529 -1.557 0.02 0.08 0.03 0.4047
H 3.355 2.553 -1.106 -0.19 -0.09 -0.02 0.3987
C 1.917 2.333 0.503 0.31 0.05 -0.18 0.7181
O 2.356 2.046 1.601 0.14 -0.09 0.10 -0.6783
N 0.818 3.088 0.330 -0.23 0.20 0.13 0.1169
C 0.217 3.502 -0.917 -0.17 -0.16 -0.38 -1.0705
H 0.117 4.594 -0.895 0.05 -0.06 -0.08 0.4243
C -1.175 2.878 -1.068 0.09 0.31 0.01 0.2100
H -1.095 1.789 -1.092 0.06 -0.03 -0.08 -0.3661
H -1.623 3.213 -2.004 -0.02 -0.03 -0.05 0.4121
C -2.042 3.305 0.119 -0.16 -0.20 0.02 0.0794
C -3.474 2.780 0.017 0.44 0.31 -0.01 -0.0911
O -4.426 3.533 -0.025 -0.32 0.32 0.00 -0.6994
N -3.603 1.443 -0.022 -0.12 -0.55 -0.03 -0.1619
H -2.826 0.798 0.001 -0.10 0.12 0.03 0.3827
H -4.535 1.067 -0.074 0.01 0.07 0.00 0.2622
H -2.126 4.398 0.121 -0.08 -0.11 -0.01 0.3581
C -1.360 2.858 1.416 0.11 0.31 -0.08 -0.0557
C 0.037 3.473 1.493 -0.08 -0.18 0.46 -1.1552
H -0.033 4.565 1.525 0.01 -0.02 0.02 0.3765
H 0.570 3.123 2.379 -0.07 0.14 -0.11 0.4794
H -1.281 1.769 1.441 0.02 -0.03 0.07 -0.0482
H -1.943 3.179 2.279 -0.03 -0.04 0.05 0.3874
H 0.855 3.246 -1.761 0.01 0.05 0.05 0.4819
H 3.398 -3.682 1.010 0.07 -0.10 0.04 0.4655
H 0.895 -3.752 1.112 0.00 -0.19 0.02 0.5167
C -1.742 -2.950 -1.576 0.20 0.24 -0.62 -0.4730
C -0.419 -2.703 -2.290 -0.26 -0.09 -0.11 -1.1811
H 0.313 -3.454 -2.002 0.09 -0.06 -0.01 0.3138
H -0.572 -2.750 -3.365 0.03 0.05 -0.11 0.4485
H -0.031 -1.722 -2.035 0.10 0.07 -0.11 0.2096
H -2.183 -3.885 -1.930 -0.01 0.05 0.12 0.6058
H -2.431 -2.127 -1.798 -0.05 -0.21 -0.07 0.2164
H -2.479 -4.893 0.163 0.11 0.10 0.03 0.4808
H -2.147 -3.921 1.615 -0.13 -0.24 -0.05 0.3710
H -4.578 -3.955 1.157 -0.12 -0.03 0.04 0.4020
```
Forces are in eV/Å.

---

Formula: C3H4O3Rh
Source: the Open Molecules 2025 dataset
Level of theory: ωB97M-V/def2-TZVPD

Results
Charge: +2
Molar mass: 190.97 g mol⁻¹
ΔE to the lowest compared entry with this formula, charge and spin: 12.1 kcal/mol
Multiplicity: 6

XYZ file:
```
11
Properties=species:S:1:pos:R:3:forces:R:3:mulliken_charge:R:1
O 1.436 1.071 0.114 0.83 -0.23 0.18 -0.4208
C 1.809 -0.247 0.106 1.12 -2.23 -0.32 -0.0763
C 0.645 -1.184 0.077 -0.83 -0.60 0.30 0.1900
O -0.510 -0.739 0.180 1.66 -1.62 -0.06 -0.4810
Rh -0.389 1.263 0.096 -1.75 3.21 -0.13 1.2949
H 2.412 -0.551 0.991 0.11 0.46 -0.14 0.4068
H 2.436 -0.533 -0.768 0.15 0.54 0.21 0.4157
H 0.800 -2.271 -0.014 0.01 0.19 0.05 0.4604
C -3.058 0.038 -0.343 -1.11 -1.53 -0.30 0.1709
O -2.491 1.194 -0.292 0.27 1.47 0.32 -0.3618
H -3.090 1.960 -0.148 -0.48 0.34 -0.11 0.4012
```
Forces are in eV/Å.